No. 1
Entry from the Open Molecules 2025 dataset: a molecular structure, C4H18O9Tl at a distorted geometry (ωB97M-V/def2-TZVPD).

```
32
C4H18O9Tl | the Open Molecules 2025 dataset | ωB97M-V/def2-TZVPD
Tl -0.132 -0.435 -0.160
O 2.819 0.774 3.564
C 1.884 0.204 2.695
C 0.890 1.212 2.424
O -0.034 0.810 1.486
H 1.555 -0.721 3.144
H 2.471 -0.032 1.778
H 1.221 2.071 1.980
H 0.332 1.527 3.336
O -3.162 2.434 -2.618
C -2.718 1.186 -2.289
C -2.154 1.283 -0.873
O -2.041 -0.054 -0.368
H -1.921 0.968 -3.002
H -3.623 0.572 -2.382
H -2.597 1.856 -0.110
H -1.141 1.567 -0.859
O -0.564 -1.824 1.622
H -0.647 -1.449 2.500
H 0.082 -2.589 1.797
O 0.205 -0.573 -2.268
H 0.814 -0.828 -2.947
H -0.160 0.159 -2.763
O 1.847 -1.486 -0.246
H 2.004 -2.403 -0.450
H 2.724 -1.201 0.166
O 1.280 1.437 -0.771
H 2.033 1.695 -0.170
H 1.101 2.239 -1.259
O -0.723 -2.448 -0.913
H -1.337 -3.046 -0.408
H -0.308 -2.905 -1.637
```

Output
F_max ... 5.60 eV/Å
Highest occupied orbital energy ... -2.5 eV
Gap between HOMO and LUMO ... 3.39 eV
Charge ... -1

Results of the Löwdin charge analysis, in e, for atoms 1 through 5: 0.8775 -0.3884 -0.4931 -0.3752 -0.3242

=====

No. 2
Entry from the Open Molecules 2025 dataset: a molecular structure, C4H19NO6S at a distorted geometry (ωB97M-V/def2-TZVPD).

```
31
C4H19NO6S | the Open Molecules 2025 dataset | ωB97M-V/def2-TZVPD
C 1.153 1.653 -1.919
C -0.304 1.343 -1.428
C -0.626 2.030 -0.145
S -0.137 3.836 -0.143
N -0.495 -0.161 -1.367
C -0.233 -0.782 -2.766
O 0.724 -1.813 -2.777
H 1.560 1.028 -2.652
H 1.874 1.736 -1.100
H 1.089 2.672 -2.513
H -0.964 1.711 -2.339
H -1.742 2.148 -0.169
H -0.369 1.645 0.777
H -0.032 -0.635 -0.594
H -1.236 -1.109 -3.062
H 0.186 -0.089 -3.498
H -0.432 0.007 4.068
H 0.633 -1.047 3.512
O 0.046 -0.802 4.224
H -2.490 -0.595 0.077
H -2.316 0.706 0.894
O -2.903 -0.082 0.853
H -0.696 -3.318 1.758
H 0.687 -3.008 0.993
O 0.157 -3.358 2.019
H 0.464 -3.089 -0.684
H 0.839 -2.119 -1.775
O 0.950 -2.504 -0.077
H 1.836 -1.199 1.177
H 1.108 -2.160 2.247
O 1.680 -1.248 2.163
```

Output
F_max ... 5.00 eV/Å
Highest occupied orbital energy ... -0.3 eV
Gap between HOMO and LUMO ... 5.81 eV
ΔE to the lowest compared entry with this formula, charge and spin ... 39.88 kJ/mol
Charge ... -2

Results of the natural (NBO) charge analysis, in e, for atoms 1 through 5: -0.6342 -0.0391 -0.5468 -0.7613 -0.7316

=====

No. 3
Entry from the Open Molecules 2025 dataset: 6 unconnected molecules or ions with the total composition C4H19NO7 at a distorted geometry (ωB97M-V/def2-TZVPD).

```
31
C4H19NO7 | the Open Molecules 2025 dataset | ωB97M-V/def2-TZVPD
C -2.180 -1.520 2.509
C -0.805 -1.096 1.920
N -0.143 -2.310 1.540
C -0.910 -0.074 0.803
C 0.361 0.487 0.419
O 1.318 -0.079 -0.032
O 0.287 1.830 0.466
H -3.027 -2.002 2.024
H -1.977 -2.286 3.167
H -2.549 -0.556 2.961
H -0.201 -0.599 2.858
H 0.975 -2.050 1.551
H -0.787 -2.895 1.106
H -1.578 0.831 1.280
H -1.397 -0.626 -0.072
H 1.151 2.395 0.596
O 1.091 2.741 -2.155
H 0.315 2.968 -2.723
H 1.172 1.814 -2.513
O -1.167 -0.008 -3.159
H -0.835 -0.593 -2.636
H -1.587 -0.512 -3.879
O 0.128 -2.089 -1.802
H 0.648 -1.939 -0.971
H 0.400 -2.981 -2.153
O -1.716 3.522 1.149
H -1.668 2.754 1.609
H -1.228 3.361 0.295
O 3.432 -1.612 -0.267
H 3.825 -1.003 0.398
H 3.566 -1.141 -1.168
```

Output
F_max ... 8.94 eV/Å
Highest occupied orbital energy ... -9.0 eV
Gap between HOMO and LUMO ... 9.31 eV
SMILES ... C[C@@H](N)CC(=O)O.O.O.O.O.O
ΔE to the lowest compared entry with this formula, charge and spin ... 406.14 kJ/mol

Results of the natural (NBO) charge analysis, in e, for atoms 1 through 5: -0.6428 -0.0051 -0.9282 -0.5425 0.7960

=====

No. 4
Entry from the Open Molecules 2025 dataset: a molecular structure, C4H2 at a distorted geometry (ωB97M-V/def2-TZVPD).

```
6
C4H2 | the Open Molecules 2025 dataset | ωB97M-V/def2-TZVPD
C -0.092 0.967 -0.070
C 0.212 -2.214 0.045
C -0.204 2.214 -0.160
C 0.070 -1.012 -0.149
H 0.115 3.201 -0.311
H 0.042 -3.241 0.215
```

Output
F_max ... 6.29 eV/Å
Highest occupied orbital energy ... -10.7 eV
Gap between HOMO and LUMO ... 10.20 eV
ΔE to the lowest compared entry with this formula, charge and spin ... 369.15 kJ/mol

Results of the natural (NBO) charge analysis, in e, for atoms 1 through 5: 0.0345 -0.2861 -0.2899 0.0422 0.2493

=====

No. 5
Entry from the Open Molecules 2025 dataset: a single C4H2 molecule (ωB97M-V/def2-TZVPD).

```
6
C4H2 | the Open Molecules 2025 dataset | ωB97M-V/def2-TZVPD
C -0.378 0.038 0.185
C -0.086 1.043 0.842
C -0.590 -1.096 -0.562
C -0.634 -2.142 -1.273
H 0.232 1.904 1.391
H 0.710 -0.349 -0.039
```

Output
F_max ... 0.78 eV/Å
Highest occupied orbital energy ... -9.7 eV
Gap between HOMO and LUMO ... 8.36 eV
ΔE to the lowest compared entry with this formula, charge and spin ... 451.54 kJ/mol

Results of the natural (NBO) charge analysis, in e, for atoms 1 through 5: -0.1608 -0.1040 -0.6056 0.0928 0.2646

=====

No. 6
Entry from the Open Molecules 2025 dataset: a molecular structure, C4H20BClCrO4 at a distorted geometry (ωB97M-V/def2-TZVPD).

```
31
C4H20BClCrO4 | the Open Molecules 2025 dataset | ωB97M-V/def2-TZVPD
Cr 0.136 0.261 0.178
Cl 2.214 1.252 1.118
B -1.750 -0.996 -0.550
H -1.263 -1.650 0.275
H -2.182 -0.023 -0.058
H -0.921 -0.680 -1.296
H -2.580 -1.515 -1.169
C 0.297 -1.246 3.059
O -0.470 -0.492 2.134
H 0.232 -0.827 4.063
H -0.045 -2.287 3.092
H 1.345 -1.335 2.786
H -1.371 -0.481 2.467
C 0.440 0.800 -3.061
O 0.588 1.296 -1.722
H -0.555 0.970 -3.480
H 1.168 1.244 -3.742
H 0.616 -0.273 -3.009
H 0.917 2.197 -1.815
C -1.940 2.852 0.072
O -0.802 2.233 0.670
H -2.808 2.187 0.048
H -2.177 3.796 0.557
H -1.797 3.048 -0.998
H -0.536 2.817 1.385
C 2.512 -2.213 0.041
O 1.281 -1.623 -0.406
H 2.776 -1.802 1.010
H 2.416 -3.300 0.052
H 3.331 -1.978 -0.644
H 0.928 -2.235 -1.060
```

Output
F_max ... 1.78 eV/Å
Highest occupied orbital energy (spin up / spin down) ... -7.6 / -9.1 eV
Spin multiplicity ... 5
Gap between HOMO and LUMO (spin up / spin down) ... 8.03 / 9.59 eV
ΔE to the lowest compared entry with this formula, charge and spin ... 1.81 kJ/mol

Results of the natural (NBO) charge analysis, in e, for atoms 1 through 5: 1.1617 -0.6843 -0.7779 -0.0011 -0.0146

=====

no.,calculated total energy (eV)
1,-27551.2147
2,-29064.9165
3,-20276.2502
4,-4172.6069
5,-4171.7529
6,-54281.3471